Record 1
10 unconnected molecules or ions with the total composition C31H71N2O22 in a non-equilibrium geometry, computed with the ωB97M-V functional and the def2-TZVPD basis.

The net charge is +1. The HOMO energy is -7.801 eV. The largest force on an atom comes out at 6.6 eV/Å.

XYZ file:
```
126
C31H71N2O22, DFT the ωB97M-V functional and the def2-TZVPD basis
H -5.57058 1.93872 -4.90229
O -6.10549 -0.74648 -4.41795
O -4.16480 0.52504 -4.26046
H -2.54643 2.63245 -5.03391
C -1.28517 9.03162 -2.61275
H -3.55743 -3.75171 -6.78987
H -3.63360 3.27295 -3.83445
O -0.38841 -5.67889 -5.43393
C -3.59496 2.86082 -4.84281
H -5.62463 1.06049 3.11968
O 1.54459 1.38446 -0.51363
O 5.13168 2.39216 -11.35293
H 1.65203 -7.98290 6.54946
H -6.03703 -0.09896 1.89457
H 4.43581 2.78871 7.45554
C 4.34505 0.86343 6.56733
H 1.37033 -5.72330 4.39535
C 3.14508 1.12099 9.84853
O -5.51108 -0.95257 3.61160
H -0.40094 2.60286 1.00595
H -5.45819 -2.94130 -3.16396
C 3.92851 1.83831 7.62136
C -4.85473 -0.65214 4.78352
C -2.19584 8.70783 2.06401
C -4.52726 1.66221 -5.05429
O -2.47505 8.81214 0.73397
O 3.98925 1.33263 -9.82860
H 3.23049 1.75520 -7.34828
H -3.89645 -5.35452 -7.54468
H 3.22845 0.42494 12.95487
H -1.73355 1.74190 0.23943
H 2.72637 -6.14399 5.48963
H 2.65878 1.97982 12.50815
O -0.81426 -3.92048 -6.77228
H -1.42569 8.01108 2.39494
H -0.76056 8.13123 -2.93245
C 5.18446 1.45569 -10.39100
C 3.62953 0.24774 -8.93346
H 4.49646 -0.26933 -8.52218
C -1.20557 -4.84647 -6.12279
H 4.47448 5.65134 -1.07865
H -7.97798 -0.88516 3.16913
C -1.72170 10.04324 2.59295
O -2.41733 -5.40052 -6.04954
C 6.29086 2.63033 -12.15418
H -0.52399 -0.79108 0.87224
H -4.44190 1.30663 -6.08112
H 4.01217 1.19162 5.58266
H 1.39323 -4.54371 -5.83186
H -8.27781 0.69410 2.57722
H 4.07584 5.66283 0.37444
H 1.09602 -1.02217 0.38603
O -2.07752 8.81675 -1.43404
O 0.70549 -10.12938 5.41649
H -3.10829 8.41903 2.58567
H 6.70007 1.71714 -12.58628
H -3.84168 3.74015 -5.43778
H 0.13310 -11.64326 6.67336
H 0.69161 0.02606 1.82305
O -0.28316 8.33442 -0.15342
H 4.88042 -0.17735 -0.29297
H 1.81928 0.41898 11.96202
H -4.00250 -1.61930 7.26779
H 2.89627 6.15507 -0.53686
H -0.75047 2.83121 -0.57621
C 1.05512 -4.83445 -3.76097
H 5.42243 -1.45684 0.54929
H 6.11486 -1.22652 -0.90099
C 1.64326 -6.13312 5.36779
H -2.60212 -1.05233 6.31368
H -5.71698 -2.01090 -1.72099
H -1.86038 9.29748 -3.49963
N 5.69480 -0.74821 -0.11685
C 1.15157 -7.58201 5.66804
O 1.32030 -8.27829 4.43856
O 6.20933 0.84852 -10.01273
O 1.95537 0.94461 9.43250
H 0.34444 -5.34950 -3.11465
N 3.64864 5.48139 -0.52260
O 3.62514 1.12041 11.01309
H -4.16114 -2.80002 -1.88180
C 0.43032 -0.26850 0.80665
O 4.17155 1.48513 9.03831
H 1.42529 -5.39831 6.14281
C 2.74974 0.95987 12.13463
H 6.29671 -0.11979 0.39587
O -4.31329 -1.23157 -2.99666
C -0.68186 2.00905 0.13614
C 1.46614 -9.58751 4.44453
H 4.05211 -0.17575 6.71704
H 1.65093 -6.14662 -5.44016
H 3.27204 4.54490 -0.55812
H -0.50074 9.77114 -2.45188
H -4.39810 -5.01164 -5.95104
C 2.71108 0.93456 -7.84312
C 0.72890 -11.50944 5.77046
H 5.43381 0.86204 6.61920
O 2.15312 -10.23680 3.64370
H -7.87549 0.50760 4.27439
H 1.73490 1.12355 -8.28972
H -1.36872 10.09966 3.62267
H 3.12399 -0.60916 -9.37873
H -3.00845 -2.72203 6.29494
H 0.11351 -7.57651 6.00043
C -6.13953 0.11334 2.95878
C -4.95220 -2.30091 -2.44148
H -0.04625 0.45066 -1.18647
H 0.75331 -3.78722 -3.77896
C 0.26112 0.85510 -0.22209
H 0.44151 -12.32965 5.11263
C 0.97059 -5.32832 -5.20427
H 2.85503 1.98827 7.50624
C -7.64187 0.14652 3.27282
H 6.96813 3.10905 -11.44689
C -3.57585 -4.83169 -6.64359
C -3.45646 -1.72901 6.33084
C -1.48587 8.61705 -0.23219
H -2.28872 10.93166 2.31493
C -4.97777 -0.48770 -3.90541
H 1.72584 -11.70281 6.16647
H 2.04323 -4.81902 -3.30107
H 5.97353 3.21811 -13.01553
O -4.90721 0.40760 5.42081
O -4.15839 -1.73240 5.11223
H 2.46878 0.18595 -7.08882
H -0.71675 10.16199 2.18787
```

Here are the Löwdin charges for atoms 1 to 4, given in e: 0.125, 0.071, 0.019, 0.074



Record 2
12 unconnected molecules or ions with the total composition C31H73BN3O19 in a non-equilibrium geometry, computed with the ωB97M-V functional and the def2-TZVPD basis.

The net charge is -1. The HOMO energy is -6.329 eV. The largest force on an atom comes out at 4.7 eV/Å. Its energy above the lowest of the compared OMol25 structures with the same formula, charge and spin is 0.0 kJ/mol.

XYZ file:
```
127
C31H73BN3O19, DFT the ωB97M-V functional and the def2-TZVPD basis
O 5.56052 -0.41863 3.43631
H 8.37069 -2.81714 1.30157
C 1.69029 1.73101 -6.13228
H 1.22784 -4.12921 4.20672
H -1.81366 -2.98041 -0.79767
H 5.10492 -5.62989 6.90257
H 1.26130 0.77890 -6.44460
C -5.07176 -0.40535 -2.80432
H -1.80014 -1.26479 -1.11363
H -0.99212 1.22568 -4.58994
H -5.69071 -0.92010 -0.42365
O 4.09912 -5.00784 3.44343
H 3.36731 2.97859 -3.64386
H 1.72733 -7.31037 3.40302
H 1.07592 4.34274 -4.89901
H 4.30508 0.88026 -3.97979
H 7.86582 -6.24685 2.61724
H -6.10036 -0.66730 -2.55637
C 0.00802 3.47402 2.38143
H 0.09527 4.24869 -2.73790
N -4.38351 -2.64854 -2.09584
H -3.79333 -4.12457 0.27824
H -3.89063 1.69334 4.46666
O 2.22596 -3.12515 0.04313
C -0.97056 2.06383 -3.89342
C -4.70310 2.09327 2.01271
H -2.23995 5.17182 4.36605
O 0.28924 -0.27735 0.89844
C -3.39162 2.54209 3.99900
O 2.62898 -3.76115 2.31532
C -4.27412 -3.14637 0.28629
H 0.77456 4.19022 2.67737
O -2.67102 3.80222 0.65478
H 5.02161 -4.90734 5.57483
O 5.57348 -5.50693 6.07700
C 1.45233 -2.04917 -0.44521
H -2.44786 -0.70923 -2.96233
H -4.32322 -4.45316 -2.62038
H 2.33235 1.86765 -7.00244
C -1.59982 4.32887 4.10571
H 6.68442 -5.64872 3.35102
C 4.88232 -3.15946 1.99393
H 0.21021 2.65040 3.06617
C -4.50766 0.27153 -1.55975
H -5.13084 -1.48688 -5.32152
H -2.20599 0.91445 1.19487
H 4.45586 0.49034 0.52198
H -0.66551 4.68655 4.53842
O 9.01983 -3.01587 0.62677
H -4.69551 -3.20741 -4.96991
H -2.54116 0.16737 2.82178
H -2.21830 -1.84040 0.48862
H -0.34086 0.70649 -1.59375
H 2.21415 5.04127 -3.82426
H 4.17068 0.93054 -5.69578
H 3.40660 -0.36673 -4.83462
C -4.33715 -1.73198 -3.26116
O 7.04080 -6.48164 3.04204
C 0.44684 2.11911 -3.15267
C 3.82415 -4.14913 2.60379
B 2.72173 -2.67802 1.31428
C -4.61229 -0.77296 -0.48247
H -2.52795 2.91821 0.30885
H -5.11170 1.14437 -1.31202
O 2.68410 -7.31554 3.37481
O 1.95729 -1.47514 1.79936
O 4.50152 1.13491 1.22815
C -3.22913 2.36939 2.53153
O 1.00092 -0.00711 -3.96351
H -5.00344 1.11982 2.40038
O 4.18936 -2.34039 1.21990
C 1.78898 4.08130 -4.11715
H -5.43338 2.78469 2.43309
C -5.04695 -2.26106 -4.55882
H -0.78158 5.79638 1.06023
H -1.18472 3.00845 -4.39334
O 1.34949 -4.53265 5.06618
H -5.24916 0.37497 -3.54441
H -0.67250 6.47632 2.62501
C 1.15482 -1.14988 0.79540
H 1.56593 3.64126 -2.05530
C -2.35016 1.08298 2.26207
H 2.17765 -0.03561 3.66269
H 0.07845 3.13203 1.34887
H 5.09513 0.07553 2.76143
C 0.93295 3.58140 -2.94065
H -2.45855 3.37191 5.72472
H 0.96735 -0.55922 -3.17888
C 2.84238 3.14009 -4.58538
C -2.19689 3.04441 4.71855
O -3.66598 -3.78538 -2.41131
H -4.81575 2.09499 0.92855
C 3.60176 0.70488 -4.79384
C -3.87254 -2.06847 -0.77837
H 9.38051 -2.16359 0.38232
H 1.24223 0.10911 4.84419
H -2.19584 6.11560 1.95451
O 0.89078 -2.00104 -1.51666
H -5.32345 -3.42585 0.19194
O 2.16841 0.13722 4.60411
C 2.38794 1.62246 -4.78937
H -1.78064 1.88526 -3.18633
H -1.32122 1.29908 2.54963
C -2.33319 -2.04838 -0.57517
C -1.36565 4.24354 2.60898
H -2.92301 -0.82064 -4.59012
H 3.89207 1.82406 0.96382
C -2.88579 -1.40949 -3.67363
H -4.26481 -0.39575 0.47934
H -4.21595 -2.69632 1.27733
H -1.37413 2.33168 4.77505
H 1.67073 -3.82224 5.62147
O 6.04462 -3.23296 2.18236
H -3.50130 0.67849 -1.65839
H -4.13236 3.33838 4.07201
H 3.38349 3.61965 -5.40106
H -6.12537 -2.34129 -4.42214
H 6.38896 -0.66504 3.02498
H 1.15683 1.47306 -1.29782
N 1.47786 1.19676 -3.68367
C -1.19404 5.70041 2.06460
C 0.15462 1.67383 -1.67646
N -2.56122 3.62613 1.99090
H -0.39020 2.40153 -1.07502
H -2.27134 -2.28160 -3.89721
H 2.92130 -6.42569 3.11378
H 0.98826 2.56060 -6.04831
```

Here are the Löwdin charges for atoms 1 to 4, given in e: -0.045, 0.003, -0.048, 0.013